Record 1
The following is a DFT calculation (the ωB97M-V functional and the def2-TZVPD basis) of 2 unconnected molecules or ions with the total composition C18H17N2O in a non-equilibrium geometry.

Each line ends with the natural charge from an NBO analysis.
Geometry (Å):
C  -2.6565  -1.1290  1.9583  -0.608
C  -1.8793  0.0957  2.5152  -0.280
C  -2.6013  1.4218  2.0751  -0.551
C  -0.3725  0.0836  2.1329  -0.063
C  0.3716  1.2639  2.0540  -0.177
C  1.7233  1.2295  1.6913  -0.192
C  2.3600  -0.0150  1.5272  -0.177
C  1.6154  -1.2001  1.6324  -0.215
C  0.2519  -1.1424  1.9449  -0.162
H  -2.2514  -1.4973  1.0024  0.262
H  -2.6541  -1.9838  2.6581  0.217
H  -3.7096  -0.8375  1.8139  0.228
H  -1.8928  2.2271  1.8654  0.250
H  -3.2188  1.2542  1.1829  0.261
H  -3.2516  1.7806  2.8911  0.225
H  -0.0661  2.2347  2.2762  0.213
H  2.2608  2.1758  1.5772  0.233
H  3.4348  -0.0512  1.3145  0.235
H  2.0850  -2.1786  1.4978  0.232
H  -0.3320  -2.0630  1.9908  0.204
O  -0.0468  1.4365  4.7450  -0.413
C  -1.2321  1.0752  4.7549  0.329
C  -2.2095  1.5966  5.7718  -0.088
C  -3.4325  0.9442  5.6432  0.005
C  -4.5488  1.3685  6.3523  -0.209
C  -4.4175  2.5093  7.1581  -0.128
C  -3.1900  3.2064  7.2331  -0.197
C  -2.0705  2.7594  6.5249  -0.155
C  -3.3088  -0.1788  4.6220  -0.597
C  -1.9970  0.1284  3.9470  0.688
N  -0.7957  -1.8987  4.8011  -0.021
N  -0.5587  -2.9736  4.6148  0.111
H  -5.4802  0.8033  6.2637  0.236
H  -5.2840  2.8750  7.7119  0.242
H  -3.0904  4.0975  7.8514  0.243
H  -1.0989  3.2653  6.4989  0.252
H  -3.3309  -1.1657  5.1379  0.301
H  -4.1555  -0.2412  3.9276  0.267

HOMO, eV: -12.280
Total charge: +1
HOMO-LUMO gap, eV: 5.68



Record 2
The following is a DFT calculation (the ωB97M-V functional and the def2-TZVPD basis) of a single C18H17N3O3S molecule in a non-equilibrium geometry.

Each line ends with the natural charge from an NBO analysis.
Geometry (Å):
C  -2.6292  3.0598  0.2801  -0.638
C  -2.4095  2.7834  -1.2036  -0.062
H  -3.3551  2.4982  -1.6712  0.201
H  -2.0222  3.6720  -1.7178  0.169
O  -1.5717  1.6648  -1.4248  -0.481
C  -0.2452  1.7527  -1.2373  0.434
C  0.4600  2.9234  -0.9652  -0.323
C  1.8346  2.9029  -0.8142  -0.172
C  2.5442  1.7187  -0.9262  -0.255
C  1.8672  0.5471  -1.1932  -0.141
C  0.4823  0.5485  -1.3503  -0.214
C  -0.2049  -0.6995  -1.5550  0.461
N  -1.4796  -0.9407  -1.6182  -0.266
N  -1.6445  -2.2732  -1.6654  -0.301
C  -0.4586  -2.7932  -1.6426  0.272
S  -0.0736  -4.4817  -1.5366  0.285
C  1.5554  -4.3979  -0.6900  -0.616
H  2.3462  -4.3583  -1.4392  0.253
H  1.6331  -5.3334  -0.1346  0.252
C  1.7156  -3.1976  0.2418  0.688
O  2.7419  -2.5608  0.2416  -0.594
N  0.6303  -2.9534  1.0218  -0.638
C  0.2749  -1.7087  1.5736  0.216
C  1.2073  -0.7076  1.8176  -0.273
C  0.7790  0.5258  2.2748  -0.181
C  -0.5638  0.7658  2.5056  -0.235
C  -1.4892  -0.2394  2.2789  -0.197
C  -1.0758  -1.4722  1.8140  -0.255
H  -1.8024  -2.2476  1.6144  0.214
H  -2.5395  -0.0646  2.4561  0.216
H  -0.8895  1.7304  2.8647  0.213
H  1.5067  1.3043  2.4482  0.216
H  2.2521  -0.8890  1.6319  0.253
H  -0.1472  -3.5984  0.9324  0.405
O  0.5145  -1.8602  -1.5993  -0.439
H  2.4032  -0.3868  -1.2641  0.239
H  3.6153  1.7085  -0.8009  0.218
H  2.3542  3.8262  -0.6038  0.214
H  -0.0584  3.8644  -0.8727  0.217
H  -3.0204  2.1660  0.7581  0.219
H  -1.6962  3.3299  0.7686  0.210
H  -3.3416  3.8713  0.4016  0.215

SMILES: CCOc1ccccc1-c1nnc(SCC(=O)Nc2ccccc2)o1
HOMO, eV: -8.217
HOMO-LUMO gap, eV: 8.71



- Look up the HOMO-LUMO gap of the first one.
  5.68 eV